The following is a DFT calculation (ωB97M-V/def2-TZVPD) of a 11-piece molecular cluster, C44H121N11O11 overall.

Geometry (Å):
C1 -0.61422 4.87117 7.93275
C2 -1.23884 4.60972 9.34712
C3 -1.40442 3.20325 9.77059
O1 -1.70945 2.97011 11.11891
C4 -1.63991 1.56365 11.46069
N1 -0.35164 5.18584 10.34482
H1 -0.63457 5.92532 7.65624
H2 -0.96943 4.26996 7.09581
H3 0.42910 4.56276 7.99934
H4 -2.25405 4.98762 9.22608
H5 -0.40198 2.79061 9.65689
H6 -2.06939 2.58631 9.16617
H7 -0.63806 1.19324 11.67799
H8 -1.91510 0.96735 10.59075
H9 -2.28030 1.33632 12.31294
H10 0.56970 4.77247 10.32592
H11 -0.69682 4.73400 11.17957
C5 5.19270 -4.75423 -10.10546
C6 5.00337 -3.27335 -9.88057
C7 4.48976 -2.84878 -8.42439
O2 3.09705 -3.10173 -8.10697
C8 2.64985 -2.54327 -6.87629
N2 6.25009 -2.52219 -9.96737
H12 5.57062 -5.42518 -9.33403
H13 5.80863 -4.98309 -10.97514
H14 4.21965 -5.21000 -10.28859
H15 4.32907 -2.78045 -10.58090
H16 4.72199 -1.79449 -8.27398
H17 5.15323 -3.36209 -7.72839
H18 1.57459 -2.71245 -6.81888
H19 2.82606 -1.46823 -6.83987
H20 3.18897 -2.81027 -5.96736
H21 6.82306 -2.65806 -9.14679
H22 6.02979 -1.55136 -10.13783
C9 -0.94074 1.34717 0.91916
C10 -1.43709 0.01504 0.41685
C11 -1.67514 -0.29337 -1.08317
O3 -2.79152 0.48083 -1.55068
C12 -2.86854 0.59303 -2.99473
N3 -0.56567 -1.02489 0.88013
H23 -0.87715 1.24795 2.00276
H24 -1.65070 2.13417 0.66481
H25 0.03225 1.54876 0.47111
H26 -2.35348 -0.20947 0.96268
H27 -1.56789 -1.37287 -1.18932
H28 -0.81931 -0.02961 -1.70452
H29 -1.99908 1.14388 -3.35351
H30 -3.71203 1.19021 -3.34115
H31 -3.11187 -0.31206 -3.55123
H32 0.29903 -1.14238 0.37160
H33 -1.10785 -1.85707 0.69678
C13 1.86863 -12.93329 -1.26297
C14 2.29586 -12.93426 0.29926
C15 1.52819 -12.03976 1.23938
O4 1.58461 -10.75784 0.53433
C16 0.66134 -9.81400 1.05414
N4 2.17386 -14.29803 0.79269
H34 2.02046 -11.95774 -1.72485
H35 0.89026 -13.38385 -1.42997
H36 2.49991 -13.58821 -1.86353
H37 3.34197 -12.64104 0.38735
H38 2.14164 -11.70528 2.07598
H39 0.50658 -12.40696 1.33725
H40 -0.36775 -10.16425 0.97418
H41 0.63340 -9.10816 0.22402
H42 0.90263 -9.20829 1.92764
H43 1.20679 -14.48583 0.56997
H44 2.27670 -14.45123 1.78569
C17 0.66720 -3.77462 7.11386
C18 -0.46172 -4.76673 6.85640
C19 -0.71591 -5.64872 8.07368
O5 0.40593 -6.42168 8.57126
C20 0.64358 -7.67767 7.94888
N5 -1.53136 -3.95260 6.20530
H45 0.74872 -3.03111 6.32100
H46 1.60476 -4.31738 7.23426
H47 0.49561 -3.22542 8.03963
H48 -0.09140 -5.37642 6.03224
H49 -1.54864 -6.34605 7.98206
H50 -0.96656 -4.88479 8.80968
H51 1.20660 -7.51563 7.02973
H52 -0.32265 -8.13078 7.72710
H53 1.04893 -8.44762 8.60537
H54 -1.30866 -3.37777 5.40525
H55 -1.82182 -3.33000 6.94564
C21 7.38179 0.31477 0.74810
C22 6.16189 -0.33958 1.25948
C23 5.59360 0.23474 2.63362
O6 6.45030 0.24749 3.76348
C24 6.96430 -0.98422 4.14560
N6 5.19186 -0.24906 0.22152
H56 7.43191 1.39532 0.88234
H57 7.60568 0.06185 -0.28824
H58 8.25769 -0.00539 1.31236
H59 6.36043 -1.35655 1.59778
H60 4.69168 -0.36881 2.73548
H61 5.22345 1.25002 2.49117
H62 7.30784 -1.55031 3.27979
H63 6.22098 -1.62894 4.61454
H64 7.76398 -0.92662 4.88402
H65 5.01061 0.73762 0.10452
H66 5.59249 -0.61428 -0.63067
C25 -6.78633 11.18146 0.14821
C26 -5.42701 10.58554 -0.26631
C27 -5.55086 9.16273 -0.96281
O7 -6.12937 8.14588 -0.19612
C28 -6.06506 6.84549 -0.85673
N7 -4.73830 11.53632 -1.17096
H67 -7.70948 10.80749 -0.29456
H68 -6.70561 12.23702 -0.11139
H69 -6.80147 11.32533 1.22856
H70 -4.77548 10.54290 0.60650
H71 -4.61710 8.84544 -1.42703
H72 -6.06303 9.34257 -1.90804
H73 -5.01549 6.60044 -0.69399
H74 -6.47592 6.87166 -1.86599
H75 -6.70666 6.26230 -0.19618
H76 -5.33040 11.77940 -1.95226
H77 -4.89952 12.35728 -0.60516
C29 3.35323 5.29582 -8.89621
C30 4.23120 4.66066 -7.91669
C31 3.55167 3.84041 -6.73107
O8 4.43143 3.00709 -6.02359
C32 5.38326 3.77195 -5.26870
N8 5.04309 3.83661 -8.70907
H78 3.75098 6.10147 -9.51331
H79 2.63312 5.74377 -8.21147
H80 2.65621 4.70254 -9.48806
H81 4.87665 5.46659 -7.56744
H82 2.72204 3.22463 -7.07836
H83 3.04446 4.51665 -6.04292
H84 5.71056 4.71187 -5.71314
H85 6.25053 3.15483 -5.03398
H86 4.95865 4.01764 -4.29534
H87 4.68771 3.22696 -9.43167
H88 5.41815 3.10668 -8.12034
C33 6.48821 -7.77094 1.88766
C34 6.04662 -6.34218 1.46526
C35 5.48249 -6.27587 0.02431
O9 6.47533 -6.13847 -0.93512
C36 6.28027 -6.53799 -2.26244
N9 4.96059 -5.93554 2.27841
H89 7.39217 -8.10133 1.37599
H90 5.60876 -8.37228 1.65732
H91 6.67191 -7.58043 2.94503
H92 6.82142 -5.57930 1.54141
H93 4.70836 -5.52527 -0.13510
H94 5.00340 -7.21982 -0.23554
H95 5.35135 -6.18174 -2.70772
H96 6.33526 -7.62324 -2.34804
H97 7.06511 -6.18956 -2.93380
H98 5.22651 -5.55613 3.17588
H99 4.23726 -6.63769 2.34051
C37 -6.90706 -0.99813 -10.55280
C38 -7.76808 -0.05735 -9.73291
C39 -6.95012 1.25838 -9.42595
O10 -7.87629 2.03318 -8.63692
C40 -7.38214 3.37269 -8.42420
N10 -9.02278 0.17295 -10.39045
H100 -7.38719 -1.80514 -11.10625
H101 -6.18871 -1.55744 -9.95343
H102 -6.25093 -0.45334 -11.23162
H103 -8.09094 -0.38254 -8.74392
H104 -6.79067 1.72707 -10.39704
H105 -6.00133 1.25893 -8.88938
H106 -6.92608 3.89186 -9.26717
H107 -6.59158 3.45068 -7.67785
H108 -8.23030 3.89730 -7.98434
H109 -9.53823 -0.66896 -10.17688
H110 -9.50229 0.86756 -9.83575
C41 -7.48539 10.78610 7.68164
C42 -6.74188 9.45698 7.85021
C43 -6.79799 8.64194 6.56145
O11 -5.90398 7.55485 6.75139
C44 -6.02981 6.66375 5.66659
N11 -5.47454 9.72481 8.33341
H111 -6.84390 11.45917 7.11281
H112 -7.74568 11.29174 8.61153
H113 -8.34927 10.72060 7.02018
H114 -7.13280 8.77789 8.60793
H115 -6.48397 9.13389 5.64086
H116 -7.81665 8.36958 6.28533
H117 -6.79357 6.78988 4.89921
H118 -6.21615 5.66285 6.05592
H119 -5.05694 6.53807 5.19136
H120 -5.19554 8.76038 8.44352
H121 -4.97864 10.10734 7.54104

Summary:
LUMO: 0.16 eV
SMILES string: COC[C@H](C)N.COC[C@H](C)N.COC[C@H](C)N.COC[C@H](C)N.COC[C@H](C)N.COC[C@H](C)N.COC[C@H](C)N.COC[C@H](C)N.COC[C@H](C)N.COC[C@H](C)N.COC[C@H](C)N
orbital gap: 9.28 eV
HOMO energy: -9.1 eV
max |F|: 4.149 eV/Å
net charge: 0
M: 980.5 g/mol